# 1
The following is a DFT calculation (ωB97M-V with the def2-TZVPD basis set) of 2 unconnected molecules or ions with the total composition C27H41Cl2N2O8P.

Geometry (Å):
C  -2.33377  4.28407  -3.72502
C  -2.00355  3.44689  -4.96488
C  -2.98883  2.30551  -5.24139
C  -3.31376  1.45043  -4.01850
C  -2.12609  0.58070  -3.55528
C  -1.70204  0.80215  -2.08370
C  -1.75634  -0.46475  -1.15818
P  -0.52573  -1.53546  -2.02655
O  -1.11573  -2.45706  -3.03245
C  -3.22916  -0.92528  -1.18298
C  -3.66608  -2.16862  -0.37856
Cl  -2.53674  -3.55519  -0.51574
C  -5.07239  -2.69439  -0.75970
C  -6.01160  -1.75740  -1.49067
Cl  -5.88873  -3.19235  0.77358
N  -3.90974  0.17756  -0.48427
C  -3.02592  0.63726  0.51859
O  -3.36894  1.29201  1.47317
C  -1.58688  0.08952  0.29850
C  -1.36551  -0.87723  1.50698
C  -0.16898  -1.81264  1.48465
C  -0.00405  -2.52392  2.84451
C  1.33104  -2.27440  3.51876
O  2.30865  -3.23465  3.07649
C  3.17445  -2.82354  2.14150
O  3.83436  -1.82035  2.20251
N  -0.59502  1.11665  0.37200
C  -0.56470  2.33155  0.76384
C  -0.48282  2.70036  2.22478
C  -0.50227  3.47807  -0.20928
H  -1.82629  3.90035  -2.84003
H  -2.05962  5.32698  -3.86221
H  -3.40294  4.24569  -3.51255
H  -0.99493  3.03780  -4.88597
H  -1.99411  4.10712  -5.83266
H  -3.90149  2.71839  -5.67350
H  -2.53227  1.64114  -5.97890
H  -4.16343  0.81309  -4.27001
H  -3.64416  2.09649  -3.20297
H  -2.36128  -0.46262  -3.75074
H  -1.27272  0.80788  -4.19543
H  -2.32773  1.58627  -1.66299
H  -0.68996  1.19116  -2.06212
H  0.31081  -0.58708  -2.62917
H  0.31528  -2.16064  -1.10105
H  -3.56673  -1.08246  -2.20057
H  -3.67507  -1.95131  0.67940
H  -4.95951  -3.62484  -1.30659
H  -6.93575  -2.29036  -1.70395
H  -6.22596  -0.87020  -0.90380
H  -5.59747  -1.46846  -2.45752
H  -4.25164  0.91659  -1.08071
H  -1.21049  -0.19274  2.34227
H  -2.25273  -1.45282  1.76689
H  -0.31180  -2.57733  0.73219
H  0.73605  -1.24148  1.26311
H  -0.09610  -3.59950  2.68938
H  -0.80959  -2.24565  3.52540
H  1.25512  -2.35017  4.60002
H  1.69303  -1.27166  3.28973
H  3.22756  -3.52318  1.30287
H  0.46902  2.31424  2.59360
H  -0.48454  3.77414  2.39496
H  -1.28752  2.22209  2.77996
H  -1.52891  3.69554  -0.51627
H  -0.08327  4.37995  0.23143
H  0.08020  3.19288  -1.08211
O  7.12116  -1.19546  1.11158
C  7.57923  -0.97787  2.21712
C  6.84473  -1.08863  3.46182
C  7.47622  -0.80932  4.61048
O  6.90462  -0.87901  5.80393
C  8.92268  -0.37839  4.65860
O  9.38677  -0.13535  5.75788
C  9.66130  -0.28350  3.41748
C  9.03426  -0.56607  2.26742
O  9.61031  -0.51369  1.07772
H  5.80845  -1.39364  3.42035
H  7.59173  -0.61974  6.44761
H  10.69955  0.01299  3.46075
H  8.91679  -0.76309  0.43515

As for the maximum force: 0.04410 Eh/bohr. The calculation puts the HOMO energy at -8.26 eV. As for the SMILES: CCCCCC[C@]1([PH2]=O)[C@@H]([C@H](Cl)[C@H](C)Cl)NC(=O)[C@]1(CCCCOC=O)N=C(C)C.O=C1C=C(O)C(=O)C=C1O. The LUMO energy is -1.228 eV.

=====

# 2
The following is a DFT calculation (ωB97M-V with the def2-TZVPD basis set) of a molecular structure, C27H41Cl3N3O3SiV.

Geometry (Å):
C  -1.16329  0.14163  -5.69365
C  -1.56916  0.45804  -4.29888
H  -1.97518  0.41432  -6.37591
H  -0.96282  -0.91343  -5.88043
H  -0.28521  0.72678  -5.99523
C  -2.76898  1.02141  -4.09073
C  -3.78195  1.14555  -5.17645
H  -2.95253  1.61583  -3.20081
H  -4.02764  0.16022  -5.61062
H  -3.46129  1.83550  -5.98074
H  -4.68963  1.59345  -4.76749
V  2.68862  -1.33243  1.40575
Cl  4.39775  -0.58927  0.20706
Cl  2.47297  -3.60114  1.59189
H  3.74337  -1.93321  5.27167
H  5.73302  -2.06692  3.95919
C  3.09832  -1.91131  4.38187
C  5.13735  -2.16382  3.03663
N  3.89560  -1.37388  3.23751
H  2.25953  -1.23895  4.56158
C  4.30968  0.00142  3.55972
O  3.90866  0.62542  4.51724
H  5.68290  -1.74629  2.18410
H  5.06295  0.32080  2.80694
H  2.70012  -2.90351  4.14728
H  4.90122  -3.21230  2.81292
H  -2.20824  -2.19119  -1.94164
H  -4.70576  -0.76983  -2.13167
C  -2.92138  -2.69518  -1.26713
C  -4.90976  -1.21104  -1.13668
N  -3.67337  -1.69674  -0.52175
H  -2.36232  -3.33446  -0.57246
C  -3.21576  -1.24594  0.69586
O  -2.14379  -1.56288  1.20506
H  -5.34191  -0.45795  -0.46249
H  -3.93457  -0.53708  1.17668
H  -3.60967  -3.29117  -1.88524
H  -5.62450  -2.04015  -1.27870
O  -0.32392  -1.04305  -2.76819
C  -0.51791  0.31286  -3.20800
C  -1.91710  0.96551  -1.22210
C  -0.76695  1.16510  -1.97804
H  -2.48706  0.05336  -1.42140
C  -2.31971  1.93504  -0.29760
H  0.44064  0.63983  -3.63664
C  0.12881  2.17153  -1.61899
H  -3.26480  1.81102  0.22545
C  -1.49466  3.03152  -0.04846
C  -0.24097  3.11205  -0.65736
H  1.08032  2.19812  -2.15635
H  -1.81101  3.80479  0.64393
H  0.43832  3.93072  -0.42814
Si  0.55580  -2.28789  -3.33195
Cl  0.94229  -0.87111  0.35830
C  -0.21593  -3.69593  -2.44845
C  2.25469  -2.48035  -2.49514
C  1.08646  -2.03490  -5.08330
H  -1.28591  -3.82153  -2.60402
H  -0.03997  -3.53244  -1.36795
H  0.32102  -4.58472  -2.79628
H  0.32594  -2.28027  -5.85935
H  1.92507  -2.75190  -5.22489
H  1.54616  -1.02943  -5.24102
H  2.78792  -1.55086  -2.30064
H  2.78297  -3.05419  -3.26878
H  2.23443  -3.06992  -1.57602
N  1.78697  -0.16128  2.69949
C  1.02764  0.72281  2.89807
C  0.16421  1.81488  2.95814
C  0.73844  3.09092  2.83591
C  -0.02685  4.18755  3.17810
C  -1.33995  4.00676  3.61742
C  -1.91502  2.74038  3.70253
C  -1.17067  1.62871  3.36358
H  1.78705  3.14209  2.52183
H  0.42565  5.17562  3.06873
H  -1.94376  4.87955  3.87623
H  -2.94750  2.59864  4.02528
H  -1.54629  0.60429  3.42821

As for the expectation value of S²: 2.013. As for the maximum force: 0.11964 Eh/bohr. The calculation puts the HOMO energy (alpha / beta) at -8.22 / -8.80 eV. Its spin multiplicity is 3. The LUMO energy (alpha / beta) is -0.603 / -0.667 eV.

=====

# 3
The following is a DFT calculation (ωB97M-V with the def2-TZVPD basis set) of a molecular structure, C27H41DyF9OP2.

Geometry (Å):
Dy  1.05845  1.24250  -0.91339
C  2.28853  0.59390  1.51510
C  2.80100  -0.21673  0.44874
C  3.44220  1.97923  0.05460
C  2.75779  1.91621  1.31013
C  3.53056  0.64263  -0.45009
C  1.66835  0.13645  2.78852
H  1.46687  -0.93336  2.81592
H  0.70832  0.64907  2.98635
H  2.32540  0.35025  3.64519
C  2.84739  2.94254  2.35297
H  2.47547  2.58208  3.31695
H  2.28643  3.84590  2.09612
H  3.89586  3.23996  2.50042
C  4.26458  3.14644  -0.34550
H  5.08606  3.30879  0.37798
H  3.66912  4.06884  -0.37304
H  4.71113  3.00247  -1.33728
C  4.40533  0.17033  -1.55258
H  5.46558  0.12675  -1.23969
H  4.35227  0.83439  -2.42063
H  4.13452  -0.84479  -1.86543
C  2.90118  -1.70073  0.50070
H  3.84546  -2.06477  0.06691
H  2.09232  -2.16564  -0.07533
H  2.84368  -2.08842  1.53098
C  -1.98265  -0.95521  2.62477
C  -1.15542  -1.92824  3.03858
C  -0.46330  -2.97988  2.21555
C  -1.33502  -3.72634  1.16480
C  -1.48804  -3.04376  -0.23859
C  -0.51015  -1.95689  -0.43809
C  -0.75940  -0.67974  0.41721
C  -2.12573  -0.66026  1.16717
H  -0.17021  -3.75135  2.92908
H  -2.27909  -4.03852  1.66202
H  0.47244  -2.67125  1.76923
H  -2.86832  -1.35180  0.70315
H  -2.46039  -0.24320  3.32286
H  -0.95155  -2.00618  4.11305
H  -2.65268  0.28434  0.98322
H  0.05650  -0.58783  1.14589
H  0.51235  -2.36432  -0.34518
H  -0.76359  0.29297  -0.16968
H  -0.82520  -4.66225  0.95896
H  -1.20799  -3.86906  -0.92843
P  -3.02605  -2.45346  -1.00711
C  -4.63216  -1.73043  -0.67786
C  -3.44537  -4.15684  -1.53272
P  -0.56612  -1.18878  -2.25476
C  -2.42060  -1.29636  -2.23983
C  -0.25611  -2.64674  -3.32228
C  -0.54893  0.28252  -3.36782
H  -4.65500  -0.76188  -1.19651
H  -4.86666  -1.65602  0.39226
H  -5.27852  -2.47084  -1.18553
H  -4.50692  -4.14205  -1.83621
H  -3.36270  -4.83013  -0.67089
H  -2.80485  -4.58550  -2.31407
H  -1.23910  0.07203  -4.20405
H  0.45048  0.44653  -3.79291
H  -0.94778  1.20099  -2.88923
H  -2.81984  -0.29896  -2.00775
H  -2.85661  -1.59498  -3.20067
H  0.65369  -2.45036  -3.91586
H  -1.07097  -2.89371  -4.01978
H  -0.04320  -3.56234  -2.75571
F  -0.97992  3.28296  -1.96115
C  -1.61699  3.60521  -0.76115
F  -2.33955  4.70689  -0.97592
F  -2.44747  2.54871  -0.52949
C  -0.55315  3.72122  0.32435
O  0.08506  2.47231  0.40795
C  0.41861  4.86968  -0.05465
F  -0.19075  5.97606  -0.50270
F  1.22112  5.23233  0.97489
F  1.25935  4.45326  -1.06595
C  -1.11579  3.95650  1.73254
F  -1.68935  5.18365  1.86286
F  -2.03489  2.99215  2.03485
F  -0.13936  3.85090  2.68259

As for the expectation value of S²: 9.614. As for the maximum force: 0.07504 Eh/bohr. The calculation puts the HOMO energy (alpha / beta) at -9.06 / -9.01 eV. Its spin multiplicity is 6. The charge is +1. The LUMO energy (alpha / beta) is -2.906 / -3.075 eV.

=====

# 4
The following is a DFT calculation (ωB97M-V with the def2-TZVPD basis set) of a molecular structure, C27H41F8IN2O6S.

Geometry (Å):
C  0.26111  3.49551  5.22274
C  -0.63412  2.19959  5.67911
C  -0.56129  1.59788  7.23562
C  -1.40729  0.26818  7.74330
C  -2.40667  -0.51833  6.69973
C  -2.49185  0.07456  5.14918
C  -1.62121  1.40751  4.63716
C  -1.81661  1.80285  3.02645
C  -1.48344  0.42659  2.18929
O  -0.24977  -0.13463  2.75837
C  0.33329  -1.18085  1.85920
C  1.81814  -0.70012  1.37036
N  2.50365  -0.06814  2.59515
C  -0.67750  -1.70978  0.69660
N  -1.28189  -0.64992  -0.23091
C  -0.38080  -0.40154  -1.41137
C  -0.78792  -0.94659  -2.87088
O  0.00985  -2.19565  -3.11456
C  1.33071  -1.87252  -3.67260
C  2.46996  -2.88004  -2.97607
F  2.55782  -2.60495  -1.49534
F  2.13977  -4.31686  -3.10800
C  3.91013  -2.43163  -3.61747
F  3.80678  -1.62988  -4.87241
F  4.54146  -1.50262  -2.60677
C  4.98256  -3.64981  -3.84545
F  6.27966  -2.98782  -4.24843
F  5.30597  -4.34084  -2.54226
C  4.61307  -4.68782  -5.05872
F  3.35600  -4.38975  -5.78285
F  5.69580  -4.74215  -6.10655
C  -2.73403  -0.89517  -0.51618
C  -3.29539  -2.38923  -0.72728
C  -2.47343  -3.48843  -1.54893
O  -4.64456  -2.26112  -1.37515
C  -1.19246  0.66345  0.58248
C  -2.11060  1.89871  -0.07309
C  -1.28614  3.34929  0.04680
C  -0.79056  3.89817  -1.44913
C  0.74982  3.46647  -1.82199
S  1.67870  4.79702  -2.82882
O  1.68455  6.18440  -2.14302
O  3.13659  4.24104  -3.06537
O  0.97053  4.84850  -4.41590
H  1.00243  3.14956  4.38296
H  0.85230  3.86378  6.19231
H  -0.49337  4.33693  4.88742
H  0.14886  2.11293  8.01954
H  -1.32720  -0.17431  8.83619
H  -2.99572  -1.48234  7.05641
H  -3.19047  -0.52936  4.40873
H  -1.09975  2.70398  2.76891
H  -2.94364  2.07990  2.87277
H  -2.41172  -0.29860  2.36531
H  0.51822  -2.11176  2.58538
H  1.80599  0.08311  0.49552
H  2.48074  -1.62797  1.07130
H  2.33217  0.97085  2.61942
H  3.53775  -0.26759  2.49334
H  -0.08294  -2.55366  0.09685
H  -1.50414  -2.31357  1.31236
H  -0.08265  0.74451  -1.57416
H  0.66093  -0.92125  -1.13889
H  -0.36527  -0.18328  -3.68798
H  -1.91554  -1.07415  -3.12795
H  1.30166  -2.15284  -4.81304
H  1.71350  -0.78523  -3.44828
H  4.49466  -5.76223  -4.55244
H  -3.09849  -0.27099  -1.46827
H  -3.40001  -0.46700  0.38146
H  -3.53887  -2.83758  0.35279
H  -2.60167  -3.27207  -2.71596
H  -2.99037  -4.55230  -1.38711
H  -1.34296  -3.64084  -1.30213
H  -4.52618  -2.15242  -2.37125
H  -0.09984  1.14584  0.53779
H  -3.17268  1.98609  0.41902
H  -2.27120  1.75361  -1.24683
H  -2.07287  4.13162  0.42122
H  -0.38159  3.29614  0.79575
H  -0.84983  5.08567  -1.48946
H  -1.50783  3.50152  -2.30155
H  0.70710  2.52536  -2.55419
H  1.41848  3.18896  -0.90273
H  1.69683  4.68279  -5.11025
I  -4.21322  3.04468  -0.14635

As for the maximum force: 0.24589 Eh/bohr. The calculation puts the HOMO energy at -5.38 eV. The LUMO energy is -0.577 eV.